Entry 1:
C48H52BClFeN8O4 | the ωB97M-V functional and the def2-TZVPD basis

Structure (ORCA input):
```
! wB97M-V def2-TZVPD RIJCOSX def2/J DEFGRID3
* xyz -1 6
Fe 0.0768 0.3481 0.9316
C -4.3778 0.0914 0.6170
C -3.1803 0.8079 0.5402
N -2.2273 0.7146 1.4475
C -2.4084 -0.0855 2.5147
C -3.5578 -0.9182 2.6472
C -4.5555 -0.7887 1.6558
C -3.6412 -1.8253 3.7142
C -2.5666 -1.9576 4.5719
C -1.4723 -1.1145 4.4946
C -1.4038 -0.0775 3.5497
N -0.4752 0.8985 3.5106
C 0.1208 1.3623 4.6322
C -0.3440 1.1714 5.9544
C 0.3528 1.6545 7.0406
C 1.5355 2.3529 6.8853
C 1.9761 2.6842 5.5991
C 3.1387 3.4601 5.3727
C 3.5319 3.7392 4.0717
C 2.7577 3.3691 3.0105
N 1.5618 2.6975 3.2259
C 1.2226 2.2334 4.4948
H -5.1356 0.2277 -0.1435
H -2.9865 1.4975 -0.2709
H -5.4505 -1.3925 1.7281
H -4.5232 -2.4416 3.8274
H -2.5858 -2.7255 5.3375
H -0.6356 -1.2560 5.1621
H -1.2886 0.6700 6.1023
H -0.0440 1.4838 8.0340
H 2.1207 2.6589 7.7398
H 3.7274 3.7870 6.2150
H 4.4531 4.2681 3.8852
H 3.0108 3.5533 1.9805
N 0.2234 2.6810 1.1681
C 0.7698 2.5346 2.1893
O 2.9565 -1.7543 2.9928
Cl 3.2842 -0.4067 2.6611
O 4.5313 -0.3591 1.9820
O 3.3354 0.3794 3.8325
O 2.2727 0.1108 1.7693
N -0.1570 -4.0321 2.0731
C -1.2558 -4.1573 1.2701
C -1.4348 -2.9319 0.7000
N -0.4695 -2.0762 1.1346
C 0.2799 -2.7614 1.9594
H 0.2621 -4.7480 2.6423
H -1.7931 -5.0798 1.1808
H -2.1811 -2.6052 0.0054
H 1.1524 -2.3907 2.4609
C -2.2892 1.6507 -5.2410
C -2.2701 1.2725 -3.7550
C -3.6587 0.8203 -3.3090
C -1.7214 2.4378 -2.9609
C -2.4712 3.5964 -2.8523
C -1.9290 4.7141 -2.2517
C -0.6115 4.7016 -1.8376
C 0.1887 3.5650 -1.9420
C 1.6856 3.7071 -1.6872
C 2.4193 2.4456 -1.2168
C 1.9933 4.8357 -0.6942
C -0.4146 2.4019 -2.4418
N 0.2361 1.1516 -2.4798
B 0.1249 0.0510 -1.5590
N 0.7275 -1.0349 -2.2825
C 1.1894 -0.5687 -3.5083
C 0.8908 0.7380 -3.6260
C 0.7683 -2.4341 -2.0786
C 1.8853 -3.0413 -1.4890
C 1.9584 -4.4286 -1.4919
C 0.9492 -5.1999 -2.0359
C -0.1823 -4.5935 -2.5465
C -0.2944 -3.2111 -2.5630
C -1.5261 -2.5469 -3.1348
C -2.8014 -3.3642 -2.9268
C -1.3453 -2.2998 -4.6351
C 2.9794 -2.1912 -0.8848
C 3.7883 -2.9304 0.1792
C 3.9386 -1.6690 -1.9624
H -2.6362 0.8105 -5.8400
H -1.2903 1.9212 -5.5746
H -2.9492 2.4973 -5.4212
H -1.5998 0.4221 -3.6350
H -4.4110 1.5845 -3.4930
H -3.6554 0.5766 -2.2505
H -3.9438 -0.0710 -3.8668
H -3.4781 3.6296 -3.2448
H -2.5204 5.6125 -2.1338
H -0.2066 5.6123 -1.4280
H 2.1138 3.9968 -2.6634
H 1.8965 1.9774 -0.3812
H 3.4210 2.7137 -0.8842
H 2.5280 1.7150 -2.0109
H 1.4217 4.6774 0.2166
H 1.7693 5.8216 -1.0978
H 3.0534 4.8251 -0.4504
H 1.6998 -1.2163 -4.1994
H 1.0968 1.4113 -4.4383
H 2.8225 -4.9183 -1.0711
H 1.0421 -6.2782 -2.0571
H -0.9735 -5.2038 -2.9549
H -1.6436 -1.5874 -2.6198
H -2.8518 -4.1865 -3.6379
H -3.6712 -2.7322 -3.0920
H -2.8525 -3.7718 -1.9208
H -1.1492 -3.2437 -5.1419
H -0.5160 -1.6242 -4.8207
H -2.2511 -1.8636 -5.0500
H 2.4948 -1.3255 -0.4094
H 4.4138 -3.7060 -0.2621
H 3.1368 -3.3707 0.9303
H 4.4376 -2.2176 0.6790
H 4.3998 -2.4967 -2.5030
H 4.7207 -1.0866 -1.4821
H 3.4239 -1.0324 -2.6769
*
```

The value obtained for the HOMO energy (alpha / beta) is -3.5 / -3.8 eV. The total energy comes out at -118312.682 eV. As for the orbital gap (alpha / beta): 5.8693 / 6.1737 eV. As for the expectation value of S²: 8.79.


Entry 2:
C48H52CdN6O4Se | the ωB97M-V functional and the def2-TZVPD basis

Structure (ORCA input):
```
! wB97M-V def2-TZVPD RIJCOSX def2/J DEFGRID3
* xyz -2 1
Cd 1.7590 0.7554 0.3063
C -3.4605 -0.0444 5.8713
C -3.4085 -1.3359 4.9374
C -4.7112 -1.4482 4.1415
C -3.2296 -2.5442 5.8556
C -2.2022 -1.1941 3.9834
C -1.4727 -0.0444 3.7483
C -0.6455 -0.0143 2.6604
Se 0.3213 1.7188 2.4606
C -1.0657 2.5333 1.3121
C -2.0776 3.2853 1.9420
C -3.0188 3.8760 1.1549
C -2.9425 3.8202 -0.2682
C -2.0130 3.0084 -0.8763
C -0.9655 2.3589 -0.0964
O -0.0595 1.7125 -0.7157
C -2.0248 2.7718 -2.3676
C -0.7960 3.3527 -3.1304
C -3.2755 3.4561 -2.9012
C -2.1946 1.2536 -2.6983
C -4.1631 4.7595 1.7470
C -5.5503 4.0637 1.4869
C -4.0231 4.9258 3.2344
C -4.0662 6.1577 1.1311
C -0.3814 -1.0880 1.8006
O 0.4704 -0.9667 0.8717
C -1.1233 -2.2738 2.0433
C -1.9682 -2.2658 3.1439
C -1.0532 -3.4933 1.0725
C -2.0597 -4.5211 1.4211
C 0.3444 -4.0630 1.2446
C -1.3528 -2.9976 -0.3707
H -4.2908 -0.2002 6.6837
H -3.6914 0.8749 5.2292
H -2.5604 0.0793 6.4590
H -5.6193 -1.5557 4.7675
H -4.5978 -2.2492 3.4074
H -4.8086 -0.5211 3.5614
H -3.9998 -2.5914 6.6068
H -2.3090 -2.5207 6.3851
H -3.1982 -3.4185 5.2141
H -1.6112 0.8357 4.2712
H -2.1344 3.3279 3.0164
H -3.6368 4.4377 -0.7874
H -0.7700 4.4491 -2.8731
H -0.8708 3.1017 -4.1982
H 0.0760 2.8266 -2.7879
H -3.2915 4.5463 -2.8659
H -4.0883 2.9132 -2.4064
H -3.3863 3.1763 -3.9372
H -1.3103 0.6958 -2.3749
H -2.2241 1.1538 -3.8119
H -3.1133 0.8016 -2.2565
H -5.5823 3.0634 1.8968
H -5.7446 4.0249 0.3854
H -6.3348 4.5924 2.0592
H -4.2329 3.9320 3.6586
H -4.7683 5.5955 3.7004
H -2.9785 5.2062 3.4815
H -4.5286 6.1379 0.1091
H -3.0747 6.4679 1.1039
H -4.6301 6.8698 1.7237
H -2.5849 -3.1229 3.3249
H -1.8472 -4.9997 2.3606
H -2.0350 -5.2184 0.5774
H -3.0541 -4.0810 1.4282
H 0.4065 -4.3752 2.3017
H 1.1636 -3.3127 1.0528
H 0.6019 -4.9255 0.5911
H -2.3883 -2.6263 -0.4290
H -1.3357 -3.8324 -1.1081
H -0.6167 -2.2649 -0.6757
C 1.0419 -2.9032 -5.9279
O 1.7711 -1.7354 -6.2613
C 3.0258 -1.7370 -5.8880
C 3.7093 -2.8318 -5.3692
C 5.0326 -2.7933 -4.8946
C 5.6499 -1.5918 -4.9156
C 4.9951 -0.4315 -5.4222
C 3.7043 -0.4892 -5.9027
N 7.0642 -1.4528 -4.5553
N 7.3424 -0.7419 -3.6193
C 6.3245 -0.1900 -2.7919
C 6.4243 1.1750 -2.5259
C 5.4536 1.8602 -1.8272
C 4.2902 1.2711 -1.3570
O 3.3940 1.9163 -0.7161
C 4.2351 -0.1879 -1.4727
N 3.0922 -0.7513 -1.0445
C 2.9980 -2.0552 -0.9883
C 4.0834 -2.8807 -1.3954
C 5.1204 -2.3474 -2.0592
C 5.2314 -0.9435 -2.1208
H 0.0049 -2.6579 -6.0493
H 1.2720 -3.2640 -4.9069
H 1.2374 -3.6924 -6.6697
H 3.2558 -3.8258 -5.4408
H 5.4675 -3.7374 -4.6787
H 5.5044 0.5447 -5.3628
H 3.1712 0.3782 -6.2667
H 7.3422 1.6972 -2.8853
H 5.4864 2.9691 -1.6500
H 2.0979 -2.5446 -0.6244
H 4.1436 -3.9020 -1.1370
H 6.0267 -2.9565 -2.1859
N 3.5204 -0.2390 2.0412
C 4.4787 -0.7938 2.3078
C 5.5416 -1.5830 2.7847
C 6.5736 -2.0903 2.0100
N 7.5214 -2.5805 1.5137
C 5.4316 -2.0996 4.1229
N 5.3499 -2.5897 5.1417
*
```

The value obtained for the HOMO energy is -2.6 eV. The total energy comes out at -137661.266 eV. As for the orbital gap: 6.3675 eV.


Number 1: largest force on an atom 2.6 eV Å⁻¹. Number 2: largest force on an atom 3.6 eV Å⁻¹.